[1]
30
Properties=species:S:1:pos:R:3:forces:R:3 method="wB97M-V/def2-TZVPD" homo_ev=-8.9 smiles=Cc1ccccc1.Cc1ccccc1 de_lowest_ev=1.630 lumo_energy_ev=0.89
C 2.042 -3.773 0.208 0.1751 -0.5374 0.4594
C 1.556 -0.490 1.887 0.9090 1.7765 -0.6716
C 2.914 -3.466 -0.822 0.7319 1.4847 -0.1083
C -3.256 0.944 1.136 -0.9700 -0.6732 -1.7704
C -2.288 3.651 -1.274 -0.8561 1.2200 0.4818
C 1.681 -2.853 1.211 -0.2956 -1.3251 -2.9639
C -1.805 0.988 -0.911 -0.0907 -0.0028 -1.0558
C 3.478 -2.147 -0.884 -0.0901 -0.4253 1.2169
C -1.217 3.073 -1.937 -0.5547 -0.4658 -0.1835
C -1.008 1.690 -1.805 -0.1254 1.0035 0.3496
C 1.954 -1.550 0.876 0.2252 1.9727 2.2038
C -3.012 2.994 -0.287 0.2804 -1.1822 -0.3739
C 2.904 -1.153 -0.082 -0.5367 -1.5557 -0.4123
C -2.774 1.625 -0.130 0.9634 0.5046 1.5445
H -2.453 0.455 1.667 0.2127 0.2994 0.4225
H -0.624 3.677 -2.601 0.1432 0.0139 -0.2114
H -2.671 4.668 -1.431 0.9560 -0.1360 -0.2979
H -1.706 -0.089 -0.951 0.0529 -0.1381 0.6740
H 0.980 -3.309 1.903 0.1774 1.0195 0.6126
H -3.735 3.522 0.355 0.3752 -0.3091 -0.4834
H -0.198 1.211 -2.350 -0.2502 -0.0459 0.0547
H -3.925 0.146 0.822 -0.2042 -0.3335 0.1749
H 1.644 -4.766 0.388 0.2132 -0.1942 -0.6184
H -3.869 1.628 1.694 0.0989 0.2238 0.6909
H 4.493 -1.968 -1.272 -0.9501 -0.0513 -0.8541
H 3.105 -0.092 -0.188 0.3807 -0.2243 0.1128
H 2.216 -0.609 2.756 -0.7241 -0.2582 0.2869
H 1.892 0.530 1.538 -0.5756 -0.8974 0.0269
H 0.489 -0.399 2.106 0.2601 -0.3628 0.2614
H 3.193 -4.138 -1.624 0.0681 -0.4002 0.4315



[2]
45
Properties=species:S:1:pos:R:3:forces:R:3 method="wB97M-V/def2-TZVPD" total_charge=+1 homo_ev="-12.8 / -12.8" de_lowest_ev=1.376 spin_multiplicity=2 lumo_energy_ev="-6.48 / -6.03"
Re 0.094 -1.191 -1.557 1.6608 2.7981 0.4860
As 1.193 1.676 -2.285 1.2630 2.6990 -0.1317
Cl -0.201 -3.862 -1.387 0.9434 -2.7313 2.8682
S -2.063 0.941 -1.876 -1.4331 0.6442 1.7990
P -0.584 -0.927 0.779 0.9409 -0.4803 0.2966
O 1.297 0.274 -1.206 -1.5350 -2.9772 0.2044
O 2.659 2.502 -1.760 -0.6004 -0.1749 0.6352
O -0.870 -4.133 -0.192 -0.7288 -0.5204 0.5312
O -0.994 -2.920 -2.153 -1.1529 2.9409 -1.7931
O -0.866 0.266 -2.547 -0.1320 -0.5126 -0.5493
O -2.190 0.261 -0.582 -0.6885 0.6127 -0.6906
O 1.407 1.405 -3.840 -0.3170 -0.8055 -0.9314
O 0.988 -3.052 -1.050 0.9371 0.6330 -0.4048
O -3.236 0.995 -2.665 0.1574 0.0023 -0.4921
O 0.143 -4.975 -2.116 0.3029 -0.8155 -1.0949
C 0.790 -1.828 1.572 -0.3474 0.1298 0.0905
C -0.457 0.737 1.506 -0.1034 -0.1189 -0.1667
C 3.141 -1.917 2.086 0.0612 -0.0703 -0.0485
C 0.279 4.183 -1.225 0.2795 -0.0610 0.0215
C -1.980 4.778 -0.649 0.0221 -0.1449 -0.0074
C 0.605 -3.049 2.213 0.0482 0.0874 0.0210
C 2.068 -1.269 1.506 -0.1566 0.1126 -0.0402
C -0.637 5.107 -0.745 0.0026 -0.0110 -0.0480
C 2.953 -3.136 2.720 -0.0226 -0.0102 -0.0479
C 1.687 -3.696 2.789 -0.0640 -0.0318 -0.0498
C -1.495 2.591 -1.496 -0.0251 -0.5492 -0.3360
C -2.137 -1.701 1.289 -0.0094 -0.0063 -0.0862
C -2.415 3.518 -1.035 -0.1521 -0.1532 -0.0698
C -0.158 2.917 -1.589 0.8604 -0.6875 -0.1002
H -3.456 3.234 -0.993 -0.1520 0.0890 0.0538
H 3.386 2.275 -2.354 -0.0812 -0.0046 -0.1642
H -1.401 1.260 1.394 0.0077 0.0006 -0.0061
H -2.307 -2.624 0.737 -0.0103 0.0651 0.0547
H -2.957 -1.013 1.105 0.0671 -0.0078 -0.0051
H 1.543 -4.646 3.282 -0.0288 -0.0641 0.0398
H 0.335 1.302 1.020 0.0527 0.0109 -0.0282
H -2.077 -1.930 2.353 0.1141 0.0108 0.0286
H -0.371 -3.502 2.255 -0.0995 -0.0801 0.0629
H 2.214 -0.331 0.988 0.1220 0.0914 0.0318
H 4.129 -1.487 2.034 0.0727 0.0769 -0.0238
H 3.796 -3.659 3.143 0.0653 -0.0129 0.0963
H -0.205 0.615 2.559 0.0090 -0.0904 -0.0127
H 1.332 4.422 -1.312 -0.1068 0.0656 0.0421
H -0.299 6.088 -0.449 0.0362 0.0619 0.0023
H -2.684 5.504 -0.268 -0.0792 -0.0103 -0.0372



[3]
43
Properties=species:S:1:pos:R:3:forces:R:3 method="wB97M-V/def2-TZVPD" total_charge=+1 homo_ev="-10.0 / -11.7" de_lowest_ev=0.000 spin_multiplicity=3 lumo_energy_ev="-2.85 / -3.99"
Au 0.478 0.989 1.107 -0.1974 -0.2459 -0.3497
Cl -5.185 -3.709 -2.182 0.5457 0.2421 -0.8251
O 2.886 -5.891 -1.512 -0.4026 -1.0010 -0.1222
O 4.028 -3.910 -1.915 -0.6711 -1.5385 -0.1083
N 2.595 2.699 -2.186 -1.5007 0.5016 -1.7856
N -1.157 -1.521 1.497 0.7878 -0.1763 -0.5315
N -2.285 0.227 0.255 0.3248 0.3460 -0.0884
N 2.692 1.304 1.197 1.1449 0.4448 0.1877
N -1.581 1.268 0.694 2.1405 0.2190 0.2894
N 1.039 2.223 -0.703 -0.3804 -0.1246 -0.2464
N 4.508 2.257 0.357 0.5006 -0.4263 1.6885
N -0.303 -0.743 2.204 -0.0432 0.6794 -1.4159
C 3.215 2.026 0.221 -2.0573 -0.1140 -2.5659
C 2.329 2.343 -0.941 0.6175 -0.2648 2.4102
C -0.415 -1.083 3.457 -0.2757 -0.0574 1.5894
C -3.529 0.648 0.085 -1.4512 -0.7056 -0.9992
C 0.367 2.479 -1.868 1.1766 0.1697 -1.9795
C -3.616 1.979 0.428 -0.0159 2.6562 -0.5101
C -2.300 2.374 0.774 -1.5901 -1.1821 0.0358
C -4.829 -3.727 -3.871 -0.4024 -0.1995 0.5532
C 3.750 1.108 2.045 0.8100 0.6484 0.3197
C 3.466 -4.934 -1.758 1.0686 2.5515 0.2347
C 1.336 2.807 -2.839 -0.4798 -0.4337 1.0173
C -1.318 -2.127 3.612 0.1358 -0.3141 -0.3841
C -1.725 -2.403 2.309 -0.1528 -0.0530 0.2236
C 4.900 1.730 1.573 -1.8916 -1.2612 0.2611
B -1.506 -1.140 0.030 0.5499 0.8974 0.6150
H 1.235 3.063 -3.903 0.1952 -0.1729 0.8099
H 5.116 2.763 -0.225 0.5088 0.7194 -0.9138
H -0.717 2.309 -2.046 1.0981 0.3899 0.5087
H -2.206 -1.929 -0.510 -0.0109 -0.2022 -0.1103
H -3.956 -3.307 -4.338 0.1958 0.2301 0.5788
H -1.580 -2.606 4.532 -0.0983 -0.2063 0.0814
H -1.900 3.322 1.117 -0.0424 -0.2824 -0.1348
H 3.488 2.831 -2.655 -0.3591 -0.0877 0.3795
H -4.380 2.766 0.237 0.2778 -1.3497 0.3747
H -5.486 -4.346 -4.434 -0.3289 -0.2548 -0.2902
H -2.324 -3.163 1.829 -0.2584 0.0354 0.4603
H 5.887 1.748 1.987 0.1907 0.1820 -0.1439
H -4.264 -0.021 -0.391 0.4209 0.4907 0.5817
H 0.080 -0.518 4.223 0.3023 -0.0306 0.1357
H 3.589 0.614 2.973 0.1603 -0.3553 0.4211
H -0.424 -0.802 -0.466 -0.5422 -0.3637 -0.2525



[4]
48
Properties=species:S:1:pos:R:3:forces:R:3 method="wB97M-V/def2-TZVPD" total_charge=+2 homo_ev="-15.2 / -15.3" spin_multiplicity=2 lumo_energy_ev="-9.81 / -11.44"
Ru 0.626 -0.785 -0.467 0.5814 -0.0182 -5.1377
F 1.167 -1.526 -3.054 0.3331 -0.3572 -0.1193
F 0.025 -0.497 -4.796 -0.2845 0.2078 -0.4786
F 2.772 -2.568 2.654 0.0840 -0.1174 0.5776
F 2.436 -2.437 0.361 0.0821 -0.2505 -0.4025
O -1.928 0.807 0.251 -1.0454 0.0806 -0.2629
O 0.727 0.730 -2.932 0.4788 0.5175 0.0300
O 0.604 -2.427 1.775 -0.8236 -0.8389 0.2355
O 2.270 -0.497 1.624 1.6911 0.4368 0.9055
O -0.080 1.385 1.424 0.3065 0.6215 0.6426
O -1.067 -1.041 -2.788 -0.4000 -0.4054 0.1053
N -0.031 -2.211 0.630 -0.2738 -0.1297 1.2187
N 2.139 0.000 0.416 -0.5763 0.1184 1.3468
N 1.285 0.570 -1.745 0.1887 0.8818 0.3601
N -0.813 -1.495 -1.582 -0.9552 -0.7440 0.8960
C -2.528 -3.255 -1.875 -0.1779 -0.2202 -0.1796
C -1.643 -4.053 1.008 -0.0131 -0.2613 0.1067
C -1.503 -2.555 -1.085 0.1701 1.1939 -1.2777
C 3.979 1.646 0.585 0.1864 0.0500 0.0710
C -2.266 1.792 1.105 3.1292 0.1499 1.1945
C -1.096 2.152 1.852 -2.0875 -1.3790 -2.0677
C -1.122 3.136 2.824 1.3140 -0.6173 -0.0529
C -3.494 3.421 2.268 1.5269 2.1065 2.6594
C -1.074 -2.950 0.211 1.1019 0.5329 1.0757
C -3.477 2.427 1.304 -0.2619 -0.7680 -0.9321
C 2.876 2.352 -2.323 0.1324 0.1297 -0.2999
C 2.844 1.008 -0.110 -0.3475 -1.0054 1.2178
C 2.339 1.347 -1.395 -1.3891 -0.6971 -1.0501
C -2.340 3.761 3.026 -3.7540 0.6040 -0.7501
B 2.078 -2.073 1.661 -0.1407 0.7101 -0.8334
B -0.590 0.558 0.438 0.8197 -0.4648 0.0039
B 0.227 -0.598 -3.504 0.4085 -0.3091 0.9000
H -4.411 3.962 2.457 -0.0025 -0.0128 0.0439
H -0.241 3.388 3.393 0.1550 0.0721 0.1170
H -4.352 2.166 0.732 -0.2001 -0.0381 -0.1016
H 4.890 1.581 -0.017 -0.0781 -0.0212 0.0000
H -2.167 -4.252 -2.155 0.0353 0.0522 0.0521
H -1.810 -4.934 0.388 0.0849 -0.0453 -0.0463
H 3.402 1.836 -3.137 0.0220 0.0093 0.0853
H 3.770 2.707 0.738 0.0267 -0.0064 0.0397
H -2.422 4.529 3.780 -0.0398 0.0559 -0.0080
H -2.620 -3.786 1.418 0.0176 0.1576 -0.0342
H -0.981 -4.299 1.836 -0.0179 -0.0327 -0.0556
H 4.152 1.161 1.545 -0.0209 0.0571 -0.0702
H 2.067 2.899 -2.815 0.0402 -0.0280 0.1487
H -3.439 -3.408 -1.295 0.0051 0.0445 0.0252
H 3.567 3.037 -1.839 -0.0092 -0.0208 0.0161
H -2.748 -2.711 -2.791 -0.0226 -0.0013 0.0852



no.,M (g mol⁻¹)
1,184.3
2,703.9
3,571.6
4,545.8